i) Computed, not measured: a molecular structure, C4H13N2, with ωB97M-V/def2-TZVPD.

Calculated values
- LUMO level (spin up / spin down): -0.2822 / -0.5536 Eh
- 2S+1: 2
- Expectation value of S²: 0.757
- E_HOMO (spin up / spin down): -21.037 / -20.979 eV
- Gap between HOMO and LUMO (spin up / spin down): 13.358 / 5.915 eV
- Charge: +2

Geometry as XYZ:
```
19
Properties=species:S:1:pos:R:3:mulliken_charge:R:1
C 0.80 1.69 1.24 -1.27
C 0.16 0.43 0.79 0.14
C 1.09 -0.29 -0.27 -0.68
C 0.23 -1.10 -1.34 -0.78
N -0.95 -1.67 -0.60 -0.25
N -1.28 0.57 0.31 -0.31
H 0.22 2.24 2.02 0.38
H 0.66 2.32 0.32 0.45
H 1.90 1.70 1.38 0.37
H 0.04 -0.19 1.65 0.40
H 1.63 -1.14 0.20 0.37
H 1.91 0.26 -0.70 0.47
H -0.24 -0.33 -2.02 0.36
H 0.73 -1.75 -2.01 0.50
H -1.62 -2.11 -1.25 0.37
H -1.55 -0.56 -0.22 0.35
H -0.52 -2.37 -0.03 0.33
H -1.18 1.35 -0.42 0.44
H -2.01 0.95 0.94 0.37
```

ii) Computed, not measured: 2 unconnected molecules or ions with the total composition C4H13N2, with ωB97M-V/def2-TZVPD.

Calculated values
- LUMO level (spin up / spin down): -0.5310 / -0.5300 Eh
- 2S+1: 2
- Expectation value of S²: 0.758
- E_HOMO (spin up / spin down): -18.409 / -18.489 eV
- Gap between HOMO and LUMO (spin up / spin down): 3.960 / 4.067 eV
- Charge: +2

Geometry as XYZ:
```
19
Properties=species:S:1:pos:R:3:mulliken_charge:R:1
C 1.04 -2.56 0.15 -0.41
N 1.97 -1.46 0.05 -0.01
C -0.19 -2.12 -0.69 -0.39
N -0.48 -0.73 -0.28 -0.22
C -1.33 2.83 0.83 -0.78
C -0.31 2.51 -0.24 -0.05
H 0.72 -2.62 1.26 0.32
H 1.49 -3.55 -0.08 0.41
H 2.88 -1.49 -0.47 0.37
H 1.42 -0.59 -0.10 0.31
H -0.99 -2.91 -0.64 0.42
H 0.07 -2.22 -1.78 0.37
H -1.96 2.00 0.84 0.28
H -1.45 -0.79 -0.01 0.30
H -1.92 3.73 0.99 0.37
H -0.81 2.88 1.88 0.27
H 0.77 2.75 -0.04 0.36
H -0.60 2.92 -1.22 0.33
H -0.32 1.45 -0.45 -0.25
```

Here is how they stack up, most stable first: i), ii).

i) Computed, not measured: 8 unconnected molecules or ions with the total composition C20H56O8, with ωB97M-V/def2-TZVPD.

Calculated values
- LUMO level: 0.0143 Eh
- SMILES: CC(C)O.CC(C)O.CC(C)O.CC(C)O.CC(C)O.CC(C)O.CO.CO
- E_HOMO: -9.758 eV
- Gap between HOMO and LUMO: 10.146 eV
- Charge: 0

Geometry as XYZ:
```
84
Properties=species:S:1:pos:R:3:mulliken_charge:R:1
C -0.71 0.33 0.20 -0.75
O -1.23 -0.83 -0.43 -0.39
H -1.43 1.03 0.19 0.46
H -0.01 0.87 -0.28 0.21
H -0.33 0.17 1.21 0.36
H -0.68 -1.45 -0.06 0.07
C -4.40 0.23 -0.02 -0.48
O -3.93 -1.16 -0.32 -0.53
H -3.90 0.82 0.87 0.07
H -5.42 -0.12 0.26 0.29
H -4.30 0.90 -0.85 0.24
H -2.97 -1.18 -0.18 0.41
C -0.11 4.07 -0.74 -0.45
C -0.37 5.52 -0.12 0.16
C -0.64 5.39 1.39 -0.98
O 0.90 6.17 -0.44 -0.60
H 0.87 3.52 -0.36 -0.15
H 0.10 3.85 -1.85 0.32
H -1.11 3.41 -0.60 0.16
H -1.29 5.87 -0.63 0.32
H -0.91 6.27 1.97 0.35
H 0.30 4.86 1.74 0.16
H -1.54 4.91 1.27 0.34
H 0.77 6.85 -1.35 0.35
C 1.46 -5.04 -0.38 -1.52
C 1.51 -3.66 0.23 0.18
C 2.26 -2.62 -0.76 -1.50
O 0.26 -3.08 0.53 -0.38
H 1.01 -4.97 -1.29 0.28
H 1.11 -5.79 0.18 0.57
H 2.56 -5.57 -0.53 0.26
H 1.99 -3.69 1.13 0.62
H 1.81 -2.77 -1.67 0.14
H 3.15 -2.86 -0.81 1.03
H 2.06 -1.65 -0.18 0.10
H -0.11 -3.49 1.25 0.14
C 4.56 1.25 1.57 -1.33
C 3.23 1.97 1.78 1.09
C 2.19 0.95 2.32 -0.22
O 3.44 3.10 2.57 -0.62
H 4.40 0.34 0.85 0.10
H 5.03 1.01 2.51 0.34
H 5.35 1.57 0.97 0.48
H 2.75 2.39 0.93 -0.42
H 2.16 0.11 1.54 -0.17
H 1.21 1.46 2.24 0.03
H 2.18 0.57 3.37 0.43
H 3.55 3.85 2.03 0.37
C -0.76 -2.66 -3.48 -0.83
C -1.51 -3.97 -2.99 0.82
C -3.09 -3.89 -3.01 -1.49
O -1.15 -4.99 -3.79 -0.58
H -0.81 -1.81 -2.80 -0.03
H -1.27 -2.09 -4.46 0.32
H 0.27 -2.80 -3.82 0.41
H -1.23 -4.10 -1.97 -0.08
H -3.49 -3.03 -2.49 0.28
H -3.53 -4.66 -2.62 0.58
H -3.41 -3.83 -4.13 0.28
H -1.52 -5.86 -3.41 0.37
C -2.27 1.04 4.23 -1.25
C -3.42 0.08 4.43 0.81
C -3.22 -1.26 3.82 -1.20
O -3.74 0.03 5.79 -0.58
H -1.35 0.79 4.64 0.49
H -2.28 2.15 4.50 0.34
H -1.81 1.16 3.20 0.06
H -4.32 0.57 4.02 0.17
H -3.07 -1.36 2.68 0.12
H -3.74 -2.09 4.09 0.47
H -2.22 -1.55 4.26 0.27
H -4.47 0.55 6.04 0.35
C 1.38 0.51 -3.13 -0.44
C 2.65 1.30 -3.08 0.49
C 3.51 0.93 -1.89 -0.99
O 3.29 1.02 -4.32 -0.60
H 0.81 1.00 -2.33 -0.14
H 1.43 -0.54 -2.91 -0.03
H 0.83 0.68 -4.06 0.39
H 2.22 2.46 -3.10 0.12
H 3.73 -0.12 -1.74 0.21
H 2.92 1.24 -1.04 0.01
H 4.39 1.37 -1.90 0.59
H 3.47 0.05 -4.42 0.35
```

ii) Computed, not measured: 8 unconnected molecules or ions with the total composition C20H56O8, with ωB97M-V/def2-TZVPD.

Calculated values
- LUMO level: 0.0120 Eh
- SMILES: CC(C)O.CC(C)O.CC(C)O.CC(C)O.CC(C)O.CC(C)O.CO.CO
- E_HOMO: -8.956 eV
- Gap between HOMO and LUMO: 9.283 eV
- Charge: 0

Geometry as XYZ:
```
84
Properties=species:S:1:pos:R:3:mulliken_charge:R:1
C 5.74 10.46 22.02 0.20
O 4.69 11.28 22.50 -0.70
H 6.20 11.14 21.25 0.19
H 5.38 9.49 21.67 0.38
H 6.51 10.30 22.79 -0.49
H 4.43 11.96 21.83 0.38
C 7.58 7.72 27.12 -0.74
O 8.11 7.14 25.96 -0.62
H 7.44 6.90 27.74 0.42
H 6.65 8.25 26.91 0.23
H 8.15 8.52 27.61 0.20
H 8.22 7.84 25.36 0.24
C 11.56 11.58 22.27 -1.30
C 10.71 10.96 21.21 0.91
C 10.80 11.79 19.97 -1.37
O 10.88 9.78 20.84 -0.42
H 12.52 11.88 21.82 0.54
H 11.80 10.82 23.05 0.13
H 11.30 12.55 22.71 0.21
H 9.70 11.15 21.53 -0.09
H 11.84 11.88 19.63 0.42
H 10.47 12.81 20.22 0.05
H 10.19 11.43 19.14 0.49
H 10.34 9.55 20.08 0.33
C 13.47 7.12 23.42 -1.50
C 12.75 7.63 22.16 1.13
C 13.18 6.84 20.92 -1.59
O 11.50 7.57 22.17 -0.41
H 14.36 7.71 23.61 0.38
H 13.80 6.08 23.51 0.33
H 12.83 7.46 24.24 0.31
H 13.06 8.70 22.00 0.13
H 12.63 7.15 20.07 0.37
H 12.98 5.78 21.01 0.35
H 14.24 7.04 20.81 0.43
H 11.25 8.34 21.65 0.10
C 8.20 7.79 22.36 0.18
C 6.92 7.01 22.25 0.14
C 6.69 6.51 20.86 -1.72
O 6.88 5.89 22.89 -0.54
H 8.64 7.83 23.36 -0.27
H 7.97 8.80 22.07 -0.10
H 9.00 7.30 21.71 0.26
H 6.13 7.58 22.68 0.69
H 5.97 5.70 20.85 0.40
H 7.62 6.18 20.38 0.36
H 6.35 7.30 20.24 0.32
H 6.12 5.90 23.49 0.42
C 5.01 13.76 24.36 -0.72
C 5.00 12.66 25.43 0.27
C 3.56 12.42 25.85 -1.56
O 5.45 11.58 25.08 -0.15
H 4.72 13.45 23.35 0.10
H 6.04 14.14 24.44 -0.06
H 4.28 14.50 24.66 0.54
H 5.63 12.87 26.26 0.53
H 2.98 11.89 25.09 0.33
H 2.95 13.31 26.08 0.41
H 3.50 11.75 26.77 0.29
H 5.14 11.39 24.22 0.00
C 8.21 15.30 22.98 -1.55
C 8.64 14.30 21.83 1.35
C 7.36 13.48 21.48 -0.91
O 8.98 14.78 20.73 -0.57
H 7.36 15.93 22.74 0.35
H 9.06 15.88 23.33 0.42
H 7.91 14.67 23.79 0.33
H 9.40 13.64 22.24 -0.58
H 6.98 13.01 22.36 -0.20
H 7.44 12.78 20.64 0.45
H 6.44 14.05 21.26 0.47
H 9.88 14.98 20.71 0.46
C 10.23 9.69 24.93 -1.72
C 8.86 10.36 25.06 0.61
C 8.80 11.61 24.29 -0.42
O 7.86 9.70 24.73 -0.13
H 10.35 9.36 23.89 0.02
H 10.36 8.95 25.65 0.63
H 10.95 10.44 25.14 0.63
H 8.78 10.63 26.11 0.09
H 9.74 12.16 24.33 0.47
H 8.09 12.40 24.57 0.32
H 8.56 11.47 23.26 -0.46
H 7.17 10.32 25.01 0.23
```

Here is how they stack up, most stable first: ii), i).

i) Computed, not measured: a gas-phase ion, C3HOS4 (charge -1), with ωB97M-V/def2-TZVPD.

Calculated values
- LUMO level: 0.0982 Eh
- E_HOMO: -3.412 eV
- Gap between HOMO and LUMO: 6.085 eV
- Charge: -1

Geometry as XYZ:
```
9
Properties=species:S:1:pos:R:3:mulliken_charge:R:1
C -0.12 -0.16 -0.39 1.17
C -0.68 1.04 -0.22 -0.57
C 0.72 -0.90 0.50 -0.11
O -0.38 -0.83 -1.58 -0.43
S -1.62 2.26 -0.59 -0.36
S 1.20 -2.44 0.13 -0.39
S 0.54 1.57 2.27 -0.52
S 1.30 -0.25 1.99 -0.05
H -0.96 -0.28 -2.12 0.27
```

ii) Computed, not measured: 2 unconnected molecules or ions with the total composition C3HOS4, with ωB97M-V/def2-TZVPD.

Calculated values
- LUMO level: 0.1180 Eh
- E_HOMO: -3.243 eV
- Gap between HOMO and LUMO: 6.454 eV
- Charge: -1

Geometry as XYZ:
```
9
Properties=species:S:1:pos:R:3:mulliken_charge:R:1
C 1.18 -0.32 -0.12 0.36
C 0.82 2.01 0.06 0.38
C 2.41 -0.58 0.06 -0.19
O -0.01 -0.88 -0.05 -0.43
S -0.78 1.89 0.03 -0.52
S 3.93 -1.66 -0.02 -0.35
S 2.14 2.80 -0.11 -0.40
S 3.88 0.42 0.09 -0.13
H -0.74 -0.30 -0.26 0.26
```

Here is how they stack up, most stable first: i), ii).

i) Computed, not measured: a gas-phase ion, C3H5N3 (charge +2), with ωB97M-V/def2-TZVPD.

Calculated values
- LUMO level (spin up / spin down): -0.4481 / -0.4521 Eh
- E_HOMO (spin up / spin down): -20.638 / -21.904 eV
- Gap between HOMO and LUMO (spin up / spin down): 8.445 / 9.600 eV
- Charge: +2

Geometry as XYZ:
```
11
Properties=species:S:1:pos:R:3:mulliken_charge:R:1
C 0.10 1.37 -1.16 0.10
C 1.15 -1.15 -1.47 0.09
C -0.06 0.34 -0.12 0.48
N 0.78 1.33 -2.21 -0.20
N 0.52 -0.93 -0.40 0.01
N -0.62 0.48 0.97 -0.20
H -0.23 2.44 -1.09 0.40
H 1.78 -1.86 -1.84 0.38
H 0.47 -1.61 0.28 0.23
H -1.16 1.25 1.50 0.37
H -0.67 -0.28 1.71 0.33
```

ii) Computed, not measured: a gas-phase ion, C3H5N3 (charge +2), with ωB97M-V/def2-TZVPD.

Calculated values
- LUMO level: -0.4185 Eh
- SMILES: C=[N+]=CN1C=[NH+]1
- E_HOMO: -20.682 eV
- Gap between HOMO and LUMO: 9.294 eV
- Charge: +2

Geometry as XYZ:
```
11
Properties=species:S:1:pos:R:3:mulliken_charge:R:1
C 0.04 -0.58 0.45 0.16
C 1.40 0.71 -1.20 0.38
C -2.18 0.28 1.01 -0.06
N 1.04 0.05 -0.05 -0.02
N 2.13 -0.28 -0.98 0.03
N -1.21 -0.21 0.40 -0.08
H 0.20 -1.61 0.79 0.35
H 1.17 1.62 -1.82 0.39
H -2.17 0.69 2.00 0.31
H -3.20 0.23 0.61 0.30
H 2.77 -0.91 -1.21 0.24
```

Here is how they stack up, most stable first: i), ii).